Record 1
This record from OMol25 describes 8 unconnected molecules or ions with the total composition C50H85F12N7O2P2 at a distorted geometry. The level of theory is ωB97M-V/def2-TZVPD.

Positions of all 158 atoms, in Å:
1 C 17.15 -11.79 25.38
2 C 17.76 -10.58 24.64
3 C 17.04 -9.28 25.14
4 N 17.18 -8.11 24.26
5 C 18.64 -7.82 24.10
6 C 16.36 -6.94 24.78
7 C 16.17 -6.02 23.63
8 C 16.24 -6.92 22.42
9 C 16.47 -8.37 22.94
10 H 16.14 -11.92 25.02
11 H 17.27 -11.72 26.45
12 H 17.70 -12.68 25.13
13 H 17.59 -10.82 23.59
14 H 18.82 -10.54 24.78
15 H 17.54 -9.08 26.07
16 H 15.97 -9.47 25.32
17 H 19.06 -7.69 25.08
18 H 18.79 -6.89 23.55
19 H 19.11 -8.65 23.60
20 H 16.80 -6.46 25.66
21 H 15.38 -7.38 25.04
22 H 17.00 -5.31 23.71
23 H 15.18 -5.60 23.66
24 H 16.96 -6.52 21.70
25 H 15.28 -6.87 21.92
26 H 17.17 -9.03 22.38
27 H 15.55 -8.91 23.22
28 C 11.70 -6.41 22.37
29 C 10.92 -7.78 22.29
30 C 9.69 -7.66 21.39
31 N 8.65 -8.73 21.59
32 C 9.20 -10.03 21.10
33 C 7.37 -8.38 20.84
34 C 6.75 -7.31 21.78
35 C 7.26 -7.60 23.18
36 C 8.18 -8.82 23.00
37 H 11.23 -5.72 23.03
38 H 11.74 -5.83 21.44
39 H 12.71 -6.58 22.73
40 H 10.66 -8.18 23.29
41 H 11.58 -8.54 21.89
42 H 9.95 -7.74 20.35
43 H 9.27 -6.72 21.64
44 H 9.51 -9.88 20.04
45 H 8.39 -10.76 21.15
46 H 9.97 -10.39 21.78
47 H 6.77 -9.29 20.86
48 H 7.56 -8.08 19.82
49 H 5.65 -7.37 21.74
50 H 7.00 -6.30 21.44
51 H 6.45 -7.82 23.90
52 H 7.82 -6.75 23.63
53 H 7.65 -9.76 23.06
54 H 8.97 -8.91 23.68
55 C 17.69 -11.60 31.22
56 C 16.77 -11.35 29.98
57 C 15.45 -11.94 30.24
58 N 14.35 -11.99 29.17
59 C 13.13 -12.49 29.84
60 C 14.69 -12.94 28.03
61 C 13.70 -12.61 26.99
62 C 13.49 -11.07 27.07
63 C 14.14 -10.71 28.43
64 H 17.18 -11.72 32.17
65 H 18.35 -10.74 31.36
66 H 18.39 -12.44 31.25
67 H 17.17 -11.79 29.05
68 H 16.68 -10.28 29.87
69 H 15.01 -11.42 31.06
70 H 15.53 -12.97 30.54
71 H 13.27 -13.45 30.35
72 H 12.30 -12.59 29.15
73 H 13.02 -11.68 30.59
74 H 14.56 -13.97 28.39
75 H 15.68 -12.77 27.65
76 H 12.68 -13.01 27.24
77 H 14.04 -13.07 26.05
78 H 12.44 -10.75 26.90
79 H 14.10 -10.68 26.26
80 H 13.50 -10.06 29.02
81 H 15.10 -10.16 28.34
82 C 19.48 -7.94 12.45
83 N 18.58 -8.12 13.61
84 C 19.06 -8.65 14.71
85 C 18.28 -8.87 15.81
86 C 16.92 -8.57 15.78
87 C 16.43 -7.98 14.64
88 C 17.28 -7.84 13.58
89 C 16.12 -8.83 17.03
90 C 16.36 -9.89 17.87
91 C 15.80 -9.88 19.10
92 N 14.94 -8.96 19.46
93 C 14.69 -7.92 18.68
94 C 15.24 -7.81 17.42
95 C 14.14 -9.17 20.66
96 H 20.42 -8.40 12.69
97 H 19.61 -6.90 12.16
98 H 19.04 -8.49 11.61
99 H 20.16 -8.83 14.76
100 H 18.75 -9.34 16.69
101 H 15.40 -7.67 14.60
102 H 16.99 -7.48 12.58
103 H 16.97 -10.69 17.53
104 H 15.95 -10.67 19.80
105 H 14.09 -7.10 19.08
106 H 15.03 -6.96 16.79
107 H 13.42 -10.01 20.54
108 H 13.49 -8.30 20.81
109 H 14.63 -9.27 21.59
110 C 4.68 -11.77 31.04
111 N 5.68 -12.22 30.10
112 C 5.86 -11.58 28.96
113 C 6.69 -12.10 27.95
114 C 7.30 -13.36 28.13
115 C 7.19 -13.93 29.45
116 C 6.37 -13.33 30.35
117 C 8.13 -13.85 27.04
118 C 9.00 -12.94 26.33
119 C 9.58 -13.33 25.16
120 N 9.38 -14.58 24.65
121 C 8.69 -15.48 25.35
122 C 8.12 -15.16 26.59
123 C 9.90 -14.86 23.30
124 H 3.65 -12.13 30.81
125 H 4.57 -10.71 31.03
126 H 5.01 -11.99 32.06
127 H 5.30 -10.68 28.90
128 H 6.76 -11.63 26.97
129 H 7.63 -14.84 29.82
130 H 6.25 -13.69 31.36
131 H 9.21 -11.93 26.64
132 H 10.17 -12.67 24.56
133 H 8.64 -16.47 24.92
134 H 7.58 -15.97 27.13
135 H 10.99 -14.82 23.32
136 H 9.47 -14.11 22.63
137 H 9.60 -15.84 23.03
138 P 12.07 -9.96 17.30
139 F 10.77 -9.28 16.83
140 F 12.11 -9.08 18.73
141 F 11.28 -11.20 18.07
142 F 13.49 -10.65 17.70
143 F 12.13 -10.75 15.99
144 F 12.90 -8.65 16.59
145 P 6.27 -12.84 23.37
146 F 4.75 -13.04 23.62
147 F 6.58 -12.08 24.90
148 F 6.54 -14.28 24.10
149 F 7.94 -12.79 23.10
150 F 6.12 -13.61 22.02
151 F 5.97 -11.42 22.70
152 C 13.42 -12.06 22.62
153 C 12.99 -11.08 23.73
154 O 13.65 -9.94 23.78
155 O 12.05 -11.39 24.48
156 H 14.39 -11.83 22.19
157 H 12.67 -12.01 21.86
158 H 13.40 -13.08 23.02

Output
HOMO-LUMO gap   7.05 eV
LUMO   -8.8 eV
Energy above the lowest of the compared OMol25 structures with the same formula, charge and spin   13.9 kcal/mol
2S+1   1
Net charge   +4
Highest occupied orbital energy   -0.5816 Ha

Results of the Mulliken charge analysis, in e, for atoms 1 through 4: C -1.05; C -0.50; C -0.58; N 0.31

Record 2
This record from OMol25 describes 2 unconnected molecules or ions with the total composition C4H10S at a distorted geometry. The level of theory is ωB97M-V/def2-TZVPD.

Positions of all 15 atoms, in Å:
1 C 2.04 1.34 2.57
2 C 3.22 1.25 3.16
3 H 1.19 1.99 2.78
4 H 1.91 0.75 1.66
5 H 3.33 1.81 4.11
6 H 4.10 0.77 2.72
7 C -1.84 -0.56 -0.63
8 S -2.88 -0.15 -2.02
9 C -1.84 -1.04 -3.14
10 H -1.95 -0.16 0.36
11 H -1.57 -1.63 -0.53
12 H -0.87 -0.21 -1.04
13 H -1.88 -2.13 -2.77
14 H -0.74 -0.92 -3.04
15 H -2.22 -1.12 -4.19

Output
SMILES string   C=C.CSC
HOMO-LUMO gap   9.37 eV
LUMO   0.9 eV
Energy above the lowest of the compared OMol25 structures with the same formula, charge and spin   44.8 kcal/mol
2S+1   1
Net charge   0
Highest occupied orbital energy   -0.3114 Ha

Results of the Mulliken charge analysis, in e, for atoms 1 through 4: C -0.44; C -0.44; H 0.24; H 0.18

Record 3
This record from OMol25 describes a gas-phase ion, C7H10N4 (charge +2) at a distorted geometry. The level of theory is ωB97M-V/def2-TZVPD.

Positions of all 21 atoms, in Å:
1 N 0.26 -1.10 1.42
2 N 0.43 -0.49 0.14
3 C 1.77 -0.91 -0.31
4 C 2.66 0.07 -0.27
5 C 2.07 1.32 0.17
6 C 0.70 1.17 0.26
7 C -0.40 2.04 0.10
8 N -1.62 1.52 -0.03
9 C -1.88 0.22 -0.25
10 N -3.10 -0.32 -0.08
11 C -0.79 -0.66 -0.69
12 H 1.20 -1.26 1.86
13 H -0.14 -2.01 1.21
14 H 1.87 -1.93 -0.53
15 H 3.70 0.00 -0.48
16 H 2.71 2.20 0.21
17 H -0.25 3.04 -0.06
18 H -3.51 -1.10 -0.54
19 H -3.77 0.39 0.13
20 H -1.22 -1.79 -0.53
21 H -0.69 -0.44 -1.76

Output
SMILES string   N[N@+]12C=CC=C1C=NC(=[NH2+])C2
HOMO-LUMO gap   7.81 eV
LUMO   -10.4 eV
Energy above the lowest of the compared OMol25 structures with the same formula, charge and spin   78.4 kcal/mol
2S+1   1
Net charge   +2
Highest occupied orbital energy   -0.6684 Ha

Results of the Mulliken charge analysis, in e, for atoms 1 through 4: N -0.69; N 0.60; C -0.52; C -0.36

Record 4
This record from OMol25 describes a molecular structure, C17H26IN7O2PtS at a distorted geometry. The level of theory is ωB97M-V/def2-TZVPD.

Positions of all 55 atoms, in Å:
1 Pt 0.13 0.05 -0.05
2 C -1.97 2.18 -0.47
3 C -0.80 2.90 0.22
4 N 0.19 1.97 0.85
5 C -0.01 1.88 2.36
6 C 0.17 0.46 2.86
7 N -0.42 -0.49 1.89
8 C -1.91 -0.65 1.93
9 C -2.68 0.49 1.27
10 N -2.14 0.78 -0.06
11 H -1.78 2.15 -1.55
12 H -2.88 2.77 -0.33
13 H -1.16 3.57 1.00
14 H -0.28 3.53 -0.50
15 H 1.12 2.37 0.74
16 H -1.01 2.24 2.58
17 H 0.69 2.55 2.85
18 H -0.28 0.34 3.84
19 H 1.23 0.21 2.94
20 H -0.04 -1.43 2.03
21 H -2.21 -0.77 2.97
22 H -2.11 -1.59 1.41
23 H -2.65 1.39 1.88
24 H -3.73 0.19 1.23
25 H -2.65 0.27 -0.78
26 N -1.28 -7.97 -2.95
27 C -0.89 -6.84 -2.34
28 C -1.62 -6.32 -1.25
29 C -1.21 -5.17 -0.62
30 C -0.07 -4.50 -1.07
31 C 0.67 -5.00 -2.15
32 C 0.26 -6.15 -2.78
33 S 0.47 -3.11 -0.25
34 O 0.01 -3.10 1.12
35 O 1.85 -2.84 -0.54
36 N -0.39 -1.73 -0.85
37 C -0.19 -1.31 -2.16
38 N -0.16 -2.03 -3.25
39 C 0.15 -1.38 -4.36
40 C 0.47 -0.02 -4.40
41 C 0.42 0.67 -3.22
42 N 0.02 0.04 -2.11
43 H -2.07 -8.49 -2.63
44 H -0.74 -8.37 -3.70
45 H -2.50 -6.85 -0.90
46 H -1.76 -4.80 0.23
47 H 1.57 -4.49 -2.48
48 H 0.84 -6.55 -3.60
49 H 0.17 -1.98 -5.27
50 H 0.75 0.46 -5.33
51 H 0.66 1.72 -3.15
52 I 3.41 -0.10 1.21
53 C 2.18 0.21 -0.43
54 H 2.41 -0.52 -1.19
55 H 2.29 1.23 -0.79

Output
HOMO-LUMO gap   6.15 eV
LUMO   -6.8 eV
Energy above the lowest of the compared OMol25 structures with the same formula, charge and spin   12.1 kcal/mol
2S+1   1
Net charge   +2
Highest occupied orbital energy   -0.4769 Ha

Results of the Mulliken charge analysis, in e, for atoms 1 through 4: Pt 2.25; C -0.84; C -0.72; N -0.49

Record 5
This record from OMol25 describes C6H12O in the gas phase at a distorted geometry. The level of theory is ωB97M-V/def2-TZVPD.

Positions of all 19 atoms, in Å:
1 C -1.38 -1.50 -0.27
2 C -0.08 -0.81 -0.67
3 O 0.91 -1.48 0.11
4 C 1.93 -0.54 0.32
5 C 1.21 0.78 0.63
6 C 0.03 0.72 -0.36
7 C -1.21 1.46 0.16
8 H -1.59 -1.31 0.80
9 H -2.22 -1.13 -0.85
10 H -1.26 -2.58 -0.38
11 H 0.19 -0.93 -1.72
12 H 2.50 -0.94 1.17
13 H 2.52 -0.41 -0.59
14 H 0.83 0.82 1.65
15 H 1.86 1.63 0.44
16 H 0.32 1.21 -1.30
17 H -0.98 2.53 0.30
18 H -2.04 1.40 -0.55
19 H -1.55 1.07 1.12

Output
SMILES string   C[C@@H]1OCC[C@@H]1C
HOMO-LUMO gap   10.78 eV
LUMO   1.1 eV
Energy above the lowest of the compared OMol25 structures with the same formula, charge and spin   11.6 kcal/mol
2S+1   1
Net charge   0
Highest occupied orbital energy   -0.3549 Ha

Results of the Mulliken charge analysis, in e, for atoms 1 through 4: C -1.48; C 0.31; O -0.43; C -0.47